No. 1
This record from OMol25 describes 2 unconnected molecules or ions with the total composition C6H11N4O at a distorted geometry. The level of theory is ωB97M-V/def2-TZVPD.

```
! wB97M-V def2-TZVPD RIJCOSX def2/J DEFGRID3
* xyz 1 1
C 1.76675 -2.41010 1.61265
C 1.54470 -1.90212 0.28079
C 0.82408 -0.78189 0.66126
C -0.88323 1.96687 -0.05066
C 2.16704 -2.36402 -0.99716
C -1.97873 2.86721 -0.56868
N 0.42542 -0.68597 1.89525
N 1.04966 -1.71009 2.48221
N -0.23453 1.11718 -0.71340
N -0.30627 2.23827 1.17537
O -0.87894 0.65581 -1.83896
H 2.25547 -3.44385 1.70714
H 2.12270 -3.46392 -1.13218
H 1.73900 -1.77470 -1.81759
H 3.18222 -1.98815 -0.77055
H -2.85666 2.33313 -0.15025
H -2.00252 2.93404 -1.70828
H -1.91308 3.91389 -0.03777
H 0.85417 -1.87674 3.41212
H -0.63466 3.10476 1.46313
H 0.67923 2.07071 1.35829
H -0.12545 0.45178 -2.49215
*
```

ΔE to the lowest compared entry with this formula, charge and spin ... 5.594 eV
E_tot ... -529.0220 a.u.
Highest occupied orbital energy (alpha / beta) ... -13.078 / -13.349 eV

Löwdin population analysis, charges in e, atoms 1 to 2:
1 C -0.020
2 C -0.232

***

No. 2
This record from OMol25 describes a gas-phase ion, C6H11N5 (charge +2) at a distorted geometry. The level of theory is ωB97M-V/def2-TZVPD.

```
! wB97M-V def2-TZVPD RIJCOSX def2/J DEFGRID3
* xyz 2 1
C -0.05216 0.90755 0.07955
C -0.95928 0.88509 -2.23390
C -1.18228 -1.21381 -2.50549
C -0.62366 0.20304 -0.97044
C 0.63872 0.80017 1.34607
C -0.87787 -2.33374 -0.47856
N -1.25122 -0.03670 -3.12720
N 0.52300 -0.47488 2.08551
N 2.09168 2.69492 1.67981
N 1.52440 1.55435 1.92886
N -0.83814 -1.12777 -1.20986
H -0.14484 1.94048 -0.20315
H -1.08744 1.97526 -2.53617
H -1.28964 -2.11201 -3.01850
H -1.48546 -3.01223 -1.00326
H 0.13792 -2.62670 -0.27918
H -1.41972 -2.06732 0.41257
H 1.16111 -0.52619 2.86519
H -0.37576 -0.68106 2.54868
H 2.65200 3.02909 2.49882
H 2.02991 3.33990 0.79132
H 0.82873 -1.11745 1.32933
*
```

Structure (SMILES) ... C[N+]1=CN=C/C1=C/C([NH3+])=N\N
ΔE to the lowest compared entry with this formula, charge and spin ... 3.873 eV
E_tot ... -508.2635 a.u.
Highest occupied orbital energy (alpha / beta) ... -17.229 / -17.229 eV

Löwdin population analysis, charges in e, atoms 1 to 2:
1 C 0.132
2 C 0.043

***

No. 3
This record from OMol25 describes a single C6H11NO molecule at a distorted geometry. The level of theory is ωB97M-V/def2-TZVPD.

```
! wB97M-V def2-TZVPD RIJCOSX def2/J DEFGRID3
* xyz 0 1
C -1.64760 -1.41658 -0.59423
C -0.63092 -0.33489 0.03902
C 0.46200 -1.06443 0.94765
C 1.85468 0.20873 -0.27600
C 0.51611 0.56935 -0.81806
C -0.06204 1.83565 -0.01421
H -2.13234 -0.58219 -1.44635
H -1.00860 -2.21349 -1.18954
H -2.30665 -1.61015 0.29433
H 0.15971 -1.97778 1.31720
H 0.57038 -0.54279 1.87641
H 2.23946 0.89273 0.64863
H 2.78450 0.13928 -1.12975
H 0.48217 0.24918 -1.84072
H 0.72464 2.07928 0.56951
H -0.54741 2.67792 -0.23651
H -1.66314 1.20018 1.33912
N -1.25996 1.06061 0.45907
O 1.46503 -1.17062 0.05443
*
```

Structure (SMILES) ... C[C@@]12COC[C@@H]1CN2
ΔE to the lowest compared entry with this formula, charge and spin ... 5.942 eV
E_tot ... -365.0131 a.u.
Highest occupied orbital energy ... -8.602 eV

Löwdin population analysis, charges in e, atoms 1 to 2:
1 C -0.044
2 C -0.323

***

No. 4
This record from OMol25 describes 2 unconnected molecules or ions with the total composition C6H11NO at a distorted geometry. The level of theory is ωB97M-V/def2-TZVPD.

```
! wB97M-V def2-TZVPD RIJCOSX def2/J DEFGRID3
* xyz 0 1
C -1.33200 0.80570 1.58468
C -0.61019 -0.51568 1.54681
C 0.02791 -0.76826 0.20042
C 1.36848 -0.82350 -0.09407
N 1.49226 -0.91055 -1.47642
C 0.25165 -0.97890 -2.06252
C -0.65549 -0.85856 -1.03226
H -1.76968 1.02161 2.56084
H -2.17105 0.89530 0.89163
H -0.71442 1.69893 1.42217
H -1.30499 -1.32476 1.79223
H 0.20980 -0.53783 2.26279
H 2.24989 -1.04553 0.48404
H 2.34653 -1.22037 -1.91925
H 0.11841 -0.73260 -3.10284
H -1.72406 -0.78034 -1.18764
H 0.19897 2.60640 -0.74464
H 0.97827 1.31911 -0.30689
O 1.03970 2.14984 -0.81906
*
```

Structure (SMILES) ... CCc1cc[nH]c1.O
ΔE to the lowest compared entry with this formula, charge and spin ... 0.781 eV
E_tot ... -365.2028 a.u.
Highest occupied orbital energy ... -8.536 eV

Löwdin population analysis, charges in e, atoms 1 to 2:
1 C -0.116
2 C -0.205

***

No. 5
This record from OMol25 describes a single C6H11NO molecule at a distorted geometry. The level of theory is ωB97M-V/def2-TZVPD.

```
! wB97M-V def2-TZVPD RIJCOSX def2/J DEFGRID3
* xyz 0 1
C -0.72270 -1.93068 -0.03517
C 0.01484 -0.66489 -0.19282
C -0.21995 0.64195 0.16002
C -1.26274 1.12822 1.08555
C 0.92083 1.46879 -0.21069
C 1.46205 -0.79969 -0.72706
H -0.77160 -2.49929 -1.01274
H -1.61904 -1.67142 0.43416
H -0.02617 -2.64721 0.46021
H -1.41187 2.23740 0.87687
H -0.92792 1.04859 2.05484
H -2.90200 0.40366 0.26000
H 1.29898 2.07335 0.66565
H 0.60656 2.15520 -1.04018
H 2.39836 0.92100 -1.45762
H 1.64239 -1.22054 -1.77455
H 1.99807 -1.53672 -0.05749
N 2.00798 0.50741 -0.61345
O -2.48608 0.38486 1.12447
*
```

Structure (SMILES) ... CC1=C(CO)CNC1
ΔE to the lowest compared entry with this formula, charge and spin ... 2.225 eV
E_tot ... -365.1497 a.u.
Highest occupied orbital energy ... -8.234 eV

Löwdin population analysis, charges in e, atoms 1 to 2:
1 C -0.049
2 C -0.205

***

No. 6
This record from OMol25 describes a molecular structure, C6H11NO at a distorted geometry. The level of theory is ωB97M-V/def2-TZVPD.

```
! wB97M-V def2-TZVPD RIJCOSX def2/J DEFGRID3
* xyz 0 1
C -1.27272 -1.73957 0.49651
C -0.76073 0.49241 -0.60612
C -0.60832 -0.93737 -0.61014
O -1.76391 1.10392 0.14917
H -1.77659 0.71658 1.03222
H -0.72842 0.98234 -1.57509
H -0.72535 -1.36766 -1.60246
H -2.35991 -1.63120 0.48803
H -1.04383 -2.79953 0.38605
H -0.88971 -1.43042 1.47249
C 2.08406 -0.78655 0.16337
N 0.60808 2.73631 0.14475
C 0.83291 1.38310 0.08977
C 1.73816 0.52536 0.31037
H 1.29828 3.31415 -0.31062
H -0.34227 3.01090 -0.06068
H 2.26435 -1.37995 1.05807
H 0.68952 -1.12655 -0.37999
H 2.75641 -1.06625 -0.64572
*
```

ΔE to the lowest compared entry with this formula, charge and spin ... 4.631 eV
E_tot ... -365.0613 a.u.
Highest occupied orbital energy ... -8.139 eV

Löwdin population analysis, charges in e, atoms 1 to 2:
1 C -0.101
2 C -0.257

***

No. 7
This record from OMol25 describes 2 unconnected molecules or ions with the total composition C6H11NO. The level of theory is ωB97M-V/def2-TZVPD.

```
! wB97M-V def2-TZVPD RIJCOSX def2/J DEFGRID3
* xyz 0 1
C -0.28180 1.07993 -0.21094
C 1.03975 1.21383 0.21596
C -1.41650 1.52660 0.68221
C -0.70580 -1.00819 -0.35960
C 1.35638 -1.39818 0.56176
C -1.65730 -1.19858 -1.25555
O 2.02028 -1.64894 -0.65568
N 0.01729 -1.51872 0.55677
H 2.97100 -1.57073 -0.51372
H -0.44819 1.14178 -1.27903
H 1.84818 -1.84149 1.42925
H -2.37502 1.13069 0.34979
H 1.23796 1.67771 1.17883
H 1.41355 -0.12632 0.69134
H 1.82619 1.31404 -0.52398
H -1.25468 1.19292 1.70903
H -1.48812 2.61907 0.69079
H -1.95232 -2.20770 -1.51396
H -2.15086 -0.37773 -1.75326
*
```

Structure (SMILES) ... C=C=NCO.C=CC
ΔE to the lowest compared entry with this formula, charge and spin ... 4.403 eV
E_tot ... -365.0697 a.u.
Highest occupied orbital energy ... -8.320 eV

Löwdin population analysis, charges in e, atoms 1 to 2:
1 C -0.262
2 C -0.066

***

No. 8
This record from OMol25 describes a molecular structure, C6H11NO at a distorted geometry. The level of theory is ωB97M-V/def2-TZVPD.

```
! wB97M-V def2-TZVPD RIJCOSX def2/J DEFGRID3
* xyz 0 1
C 1.62175 -1.25123 0.10869
C 0.57725 -0.56938 -0.74656
C -1.37271 -0.80767 0.79317
C -0.54294 0.45620 1.21666
C 0.17006 0.63442 -0.09283
C -0.96834 0.65581 -1.05475
H 2.12562 -2.35644 -0.14072
H 2.57962 -0.91713 0.32559
H 1.21861 -1.29679 1.11477
H 0.88782 -0.24444 -1.78067
H -2.43177 -0.80965 0.40069
H -1.19877 -1.90179 1.16173
H -0.86314 1.47522 1.73356
H 0.22022 0.20499 1.85955
H 2.04557 1.20628 0.45246
H -0.56672 0.82034 -1.91693
H -1.93549 0.96368 -1.09096
N -0.88091 -0.87209 -0.65178
O 0.89679 1.78143 0.13714
*
```

ΔE to the lowest compared entry with this formula, charge and spin ... 7.700 eV
E_tot ... -364.9485 a.u.
Highest occupied orbital energy ... -8.710 eV

Löwdin population analysis, charges in e, atoms 1 to 2:
1 C -0.043
2 C -0.306

***

No. 9
This record from OMol25 describes a single C6H11NO molecule at a distorted geometry. The level of theory is ωB97M-V/def2-TZVPD.

```
! wB97M-V def2-TZVPD RIJCOSX def2/J DEFGRID3
* xyz 0 1
C 0.57261 -2.02826 0.66691
N 0.22433 -0.86044 -0.10673
C 1.21333 0.03838 -0.76515
C 0.76103 1.47911 -0.59405
C -0.21753 1.43871 0.57687
C -0.79127 0.02104 0.58040
C -1.92162 -0.02940 -0.44474
O -2.57757 0.95370 -0.73271
H 1.41173 -2.55050 0.16110
H -0.26614 -2.69960 0.53149
H 0.85077 -1.82490 1.70897
H 1.16821 -0.21587 -1.82977
H 2.17759 -0.25938 -0.34332
H 0.10381 1.63707 -1.48876
H 1.60281 2.12748 -0.31519
H -1.14027 2.05595 0.47714
H 0.01504 1.81880 1.56781
H -1.15025 -0.26728 1.56265
H -2.03661 -0.83463 -1.21293
*
```

Structure (SMILES) ... CN1CCC[C@H]1C=O
ΔE to the lowest compared entry with this formula, charge and spin ... 2.348 eV
E_tot ... -365.1452 a.u.
Highest occupied orbital energy ... -8.433 eV

Löwdin population analysis, charges in e, atoms 1 to 2:
1 C -0.098
2 N -0.205

***

No. 10
This record from OMol25 describes a molecular structure, C6H11NO at a distorted geometry. The level of theory is ωB97M-V/def2-TZVPD.

```
! wB97M-V def2-TZVPD RIJCOSX def2/J DEFGRID3
* xyz 0 1
C -0.69670 0.82260 1.34025
C -0.37928 0.47366 -0.06480
C 0.90180 0.93781 -0.71876
C 1.00887 -1.16226 0.59461
C -0.17475 -0.96786 -0.05800
C -1.59193 0.04951 -0.86097
H -1.37128 1.69795 1.30973
H -1.50479 0.09373 1.62292
H 0.06505 0.91990 2.00898
H 1.23519 2.00004 -0.68854
H 0.70894 0.44410 -1.83711
H 2.52712 -0.22422 -0.67642
H 1.03896 -0.92038 1.70018
H 1.75874 -2.10671 0.18877
H 0.03403 -1.20922 -1.12662
H -1.37068 -0.12426 -1.98997
H -2.50735 0.61627 -0.64527
N 1.79551 -0.12558 -0.08952
O -1.47746 -1.21507 -0.00944
*
```

ΔE to the lowest compared entry with this formula, charge and spin ... 6.441 eV
E_tot ... -364.9948 a.u.
Highest occupied orbital energy ... -8.496 eV

Löwdin population analysis, charges in e, atoms 1 to 2:
1 C -0.008
2 C -0.480

***

No. 11
This record from OMol25 describes a single C6H11NO molecule at a distorted geometry. The level of theory is ωB97M-V/def2-TZVPD.

```
! wB97M-V def2-TZVPD RIJCOSX def2/J DEFGRID3
* xyz 0 1
C 0.72298 0.07784 0.73745
C 2.11088 0.43282 1.18190
C -2.32161 -0.09224 -0.63734
N 0.08582 -0.89380 1.46513
C 0.57807 -0.52431 -1.23147
C 0.05317 0.87802 -0.24522
C -1.22530 0.89280 -0.83072
O 0.13814 -1.65444 -1.20471
H 0.64811 -1.70865 1.67783
H -0.82557 -1.16856 1.13104
H 1.17317 -0.08504 -2.03775
H 0.67437 1.71329 -0.55349
H -1.36202 1.64768 -1.59348
H 2.61267 1.07066 0.45595
H 2.71799 -0.46630 1.32434
H 2.07574 0.96660 2.13722
H -2.02524 -1.09684 -0.98473
H -2.62575 -0.19635 0.40966
H -3.20565 0.20681 -1.20160
*
```

ΔE to the lowest compared entry with this formula, charge and spin ... 3.657 eV
E_tot ... -365.0971 a.u.
Highest occupied orbital energy ... -6.646 eV

Löwdin population analysis, charges in e, atoms 1 to 2:
1 C -0.392
2 C -0.032

***

No. 12
This record from OMol25 describes a single C6H11NO molecule at a distorted geometry. The level of theory is ωB97M-V/def2-TZVPD.

```
! wB97M-V def2-TZVPD RIJCOSX def2/J DEFGRID3
* xyz 0 1
C 0.02175 1.21303 1.38061
C 1.10010 0.45015 -1.38476
C 0.96191 -1.44802 0.45861
C -0.65499 0.53142 0.39882
C 0.07437 -0.54301 -0.39098
C -0.96395 -1.20465 -1.12808
O -0.56394 2.01504 2.30448
N -1.88546 0.67385 -0.06652
H -1.50737 2.09808 2.10787
H 1.06074 1.04285 1.60391
H -2.44245 1.37969 0.43437
H 0.43889 1.06960 -1.98050
H 1.80574 1.04400 -0.81382
H 1.62972 -0.27822 -1.99001
H 0.40422 -1.84136 1.30784
H 1.31114 -2.28610 -0.14340
H 1.82629 -0.91464 0.84728
H -1.51528 -0.73423 -1.92427
H -1.10142 -2.26749 -1.02145
*
```

ΔE to the lowest compared entry with this formula, charge and spin ... 4.656 eV
E_tot ... -365.0603 a.u.
Highest occupied orbital energy (alpha / beta) ... -8.019 / -7.507 eV

Löwdin population analysis, charges in e, atoms 1 to 2:
1 C -0.098
2 C 0.012